DFT (ωB97M-V/def2-TZVPD) results for C4H9NO in the gas phase in a non-equilibrium geometry.

Cartesian coordinates (Å):
O: 1.77572 -1.15286 0.91306
N: -0.49729 -1.91079 0.90990
C: -0.83087 0.11960 -1.14166
C: 0.97940 1.47387 0.05390
C: -0.04714 0.34597 0.15677
C: 0.54153 -0.95514 0.76840
H: -0.72252 0.62525 0.88782
H: 1.56983 1.78813 0.93259
H: 1.76330 1.27346 -0.70870
H: -1.83290 0.54568 -0.99990
H: -0.46288 0.76100 -1.95015
H: -0.84378 -0.90330 -1.60796
H: 0.35691 2.40159 -0.34028
H: -0.31037 -2.89213 1.25377
H: -1.43893 -1.52033 0.87245

Atomic forces in eV per Å
-3.804 0.223 0.036
1.755 -0.105 0.704
-0.248 0.239 -1.153
-0.381 1.902 -1.642
2.323 -1.071 -0.050
1.733 -1.262 -1.234
-1.665 0.836 1.541
-0.811 -0.460 0.005
-0.664 -0.082 0.255
-0.106 -0.709 -0.093
0.421 -0.045 0.194
-0.127 0.843 0.991
1.449 -1.593 0.840
-0.390 1.998 -0.514
0.514 -0.715 0.119

Results
**E_tot**: -7831.36664 eV
**HOMO energy**: -9.7 eV
**Max |F|**: 0.0741 Eh/bohr
**SMILES**: CC(C)C(N)=O

Atomic partial charges in e from the natural (NBO) method, atoms 1 to 6: -0.61, -0.86, -0.63, -0.60, -0.33, 0.69